(1)
Computed, not measured: a 2-piece molecular cluster, C3H3FO overall, with ωB97M-V/def2-TZVPD.

XYZ file:
```
8
Properties=species:S:1:pos:R:3:mulliken_charge:R:1
C -0.20019 -1.00018 -0.58843 -0.075
C -0.26622 -0.34742 0.45348 -0.216
C -0.20331 1.06955 0.36614 0.146
H 0.36703 -1.88150 -0.52358 0.294
H 0.04367 -0.84190 1.33361 0.338
H 0.65214 1.78804 1.38263 0.175
O -0.62098 1.75714 -0.60028 -0.431
F 0.22786 -0.54373 -1.82356 -0.232
```

- Maximum force: 9.14 eV Å⁻¹
- HOMO: -10.0 eV
- 2S+1: 1
- Gap between HOMO and LUMO: 9.62 eV
- LUMO: -0.409 eV

=====

(2)
Computed, not measured: one molecule with the formula C3H3FO, with ωB97M-V/def2-TZVPD.

XYZ file:
```
8
Properties=species:S:1:pos:R:3:mulliken_charge:R:1
C 0.58444 -0.46218 0.19430 -0.735
C -0.13009 0.71880 0.23534 -0.001
C -2.03785 -0.29946 0.11264 -0.146
O -1.56558 0.86388 0.02951 -0.082
F -3.42027 -0.15247 -0.07188 -0.149
H 1.63474 -0.19818 0.35454 0.244
H 0.47945 1.55031 -0.02807 0.329
H 0.07914 -1.23438 0.32588 0.540
```

- Maximum force: 10.44 eV Å⁻¹
- HOMO: -10.3 eV
- 2S+1: 1
- Gap between HOMO and LUMO: 10.61 eV
- LUMO: 0.296 eV

=====

(3)
Computed, not measured: C3H3FO2 as an isolated structure, with ωB97M-V/def2-TZVPD.

XYZ file:
```
9
Properties=species:S:1:pos:R:3:mulliken_charge:R:1
C -0.30545 -1.52346 0.21740 -0.405
C 0.04388 -0.63871 -0.59459 -0.217
C -0.20931 1.20115 -0.11845 0.636
O -1.09907 1.79046 -0.61301 -0.404
O 0.82207 1.21820 0.51927 -0.076
F 1.29962 2.74153 0.88914 -0.315
H -0.46298 -2.61388 -0.01399 0.255
H -0.83560 -1.42220 1.19217 0.227
H 0.74684 -0.75310 -1.47793 0.299
```

- Maximum force: 6.80 eV Å⁻¹
- HOMO (spin up / spin down): -10.6 / -10.3 eV
- 2S+1: 1
- Gap between HOMO and LUMO (spin up / spin down): 8.34 / 8.71 eV
- LUMO (spin up / spin down): -2.257 / -1.575 eV

=====

(4)
Computed, not measured: one molecule with the formula C3H3FO2, with ωB97M-V/def2-TZVPD.

XYZ file:
```
9
Properties=species:S:1:pos:R:3:mulliken_charge:R:1
C 0.57764 0.07405 -0.04085 -0.470
C 0.40666 0.23355 1.38503 1.002
O 1.65603 -0.09383 1.23914 -0.435
F 0.12794 1.49792 1.79713 -0.247
O -1.46283 0.46596 -0.21890 -0.421
C -1.02506 -0.67572 0.55247 -0.437
H -1.65494 -0.85264 1.43419 0.362
H -1.71269 1.19136 0.37102 0.331
H -1.05759 -1.59314 -0.04023 0.314
```

- Maximum force: 7.27 eV Å⁻¹
- HOMO (spin up / spin down): -9.2 / -9.2 eV
- 2S+1: 1
- Gap between HOMO and LUMO (spin up / spin down): 8.07 / 8.07 eV
- LUMO (spin up / spin down): -1.121 / -1.121 eV